1.
13
Properties=species:S:1:pos:R:3:forces:R:3:nbo_charge:R:1 method="wB97M-V/def2-TZVPD" mol_weight_g_mol=90.1 fmax_ev_per_a=3.4 energy_ha=-270.0471 homo_lumo_gap_ha="0.303 / 0.303" charge=0 smiles=C1#C[C@@H]2[C@H]3C[C@]23C1 lumo_energy_ev="-0.622 / -0.627"
C -1.712233 -0.401605 -1.067535 1.15 -1.89 -0.88 0.079
C -1.007921 -1.422236 -1.210332 -2.22 1.72 0.02 -0.066
C 0.254037 -1.149728 -0.487137 1.10 0.31 -0.25 -0.243
C 0.219176 -0.730247 0.916480 2.02 1.51 0.89 -0.243
C 1.355910 0.385591 0.737193 -2.31 1.39 2.08 -0.365
C 0.153385 0.344956 -0.086215 -1.16 -1.40 0.02 -0.035
C -1.206242 0.894846 -0.609674 0.40 0.36 2.43 -0.464
H 1.196502 -1.279545 -1.007146 0.08 -1.14 0.16 0.211
H -0.211754 -0.913543 1.908690 -0.19 -0.24 -0.98 0.248
H 1.437513 1.216519 1.487564 -0.20 -1.15 -0.40 0.216
H 2.271375 0.052482 0.383062 1.70 -0.42 -1.04 0.197
H -0.983459 1.715301 -1.215219 -0.32 0.99 -1.79 0.237
H -1.766289 1.287209 0.250268 -0.06 -0.04 -0.26 0.229

2.
19
Properties=species:S:1:pos:R:3:forces:R:3:nbo_charge:R:1 method="wB97M-V/def2-TZVPD" mol_weight_g_mol=136.3 fmax_ev_per_a=4.7 energy_ha=-993.9957 homo_lumo_gap_ha="0.108 / 0.256" charge=-1 lumo_energy_ev="3.710 / 3.668" multiplicity=2 s2=0.752
C 2.231065 0.254883 -0.656975 1.30 -3.38 -1.35 -0.432
C 3.246631 0.015652 0.410781 -0.43 -1.27 1.23 -0.629
C 0.805879 -0.103065 -0.465704 -0.54 0.32 2.09 -0.528
S 0.356555 -1.826493 -0.212118 3.36 -0.55 -2.12 -0.239
S -1.560456 -1.770563 0.578222 -3.68 0.46 1.52 -0.244
C -2.117116 -0.102068 0.086790 -0.63 0.76 1.89 -0.544
C -3.650100 0.259707 0.334048 2.51 0.90 -3.92 -0.693
H 2.260247 1.248235 -0.878904 0.16 2.85 -1.46 0.185
H 2.554715 -0.439516 -1.461626 0.08 1.03 -0.34 0.190
H 3.252962 0.757816 1.189620 0.25 0.77 0.17 0.186
H 2.877452 -0.862445 0.944662 0.52 -0.48 0.04 0.221
H 4.251082 -0.179732 0.012462 -0.30 0.20 0.23 0.201
H 0.225443 0.353309 -1.259501 -0.13 0.00 0.00 0.199
H 0.583810 0.344251 0.505734 -0.69 0.48 -0.07 0.189
H -1.865799 0.156757 -0.920537 -0.08 -0.26 -0.91 0.184
H -1.511930 0.636576 0.686493 -0.72 -0.72 -0.35 0.182
H -4.298819 -0.172669 -0.473909 0.54 0.57 0.75 0.197
H -4.034362 0.060971 1.239732 -1.01 -1.44 3.26 0.199
H -3.607261 1.368398 0.340729 -0.51 -0.22 -0.64 0.177

3.
14
Properties=species:S:1:pos:R:3:forces:R:3:nbo_charge:R:1 method="wB97M-V/def2-TZVPD" mol_weight_g_mol=88.1 fmax_ev_per_a=1.1 energy_ha=-307.4868 homo_lumo_gap_ha=0.330 charge=0 lumo_energy_ev=0.547
C 2.028898 0.016940 0.523472 0.22 -0.12 -0.03 -0.259
O 0.827801 0.744112 0.725387 -0.06 0.04 -0.01 -0.519
C -0.171686 0.386187 -0.187779 -0.04 0.03 -0.11 -0.073
C -0.790075 -0.996277 0.164532 0.13 0.07 1.04 0.253
O -1.959919 -0.445291 0.472947 0.14 -0.07 -0.11 -0.469
C -1.551428 0.923327 0.201521 -0.04 0.29 -0.12 -0.087
H 1.859959 -1.064955 0.594886 -0.02 0.18 -0.01 0.189
H 2.471803 0.242953 -0.458759 -0.11 0.01 0.14 0.166
H 2.724566 0.325567 1.307643 -0.14 -0.04 -0.14 0.198
H 0.138461 0.559428 -1.228961 -0.07 -0.11 0.18 0.187
H -0.842907 -2.036583 -1.090554 -0.22 0.07 -1.12 0.047
H -1.007177 -1.855886 -1.857978 0.12 -0.28 0.34 -0.031
H -1.592915 1.536800 1.104412 0.04 -0.10 -0.14 0.206
H -2.156885 1.343456 -0.604042 0.05 0.04 0.09 0.191

Repeat the third record exactly.
14
Properties=species:S:1:pos:R:3:forces:R:3:nbo_charge:R:1 method="wB97M-V/def2-TZVPD" mol_weight_g_mol=88.1 fmax_ev_per_a=1.1 energy_ha=-307.4868 homo_lumo_gap_ha=0.330 charge=0 lumo_energy_ev=0.547
C 2.028898 0.016940 0.523472 0.22 -0.12 -0.03 -0.259
O 0.827801 0.744112 0.725387 -0.06 0.04 -0.01 -0.519
C -0.171686 0.386187 -0.187779 -0.04 0.03 -0.11 -0.073
C -0.790075 -0.996277 0.164532 0.13 0.07 1.04 0.253
O -1.959919 -0.445291 0.472947 0.14 -0.07 -0.11 -0.469
C -1.551428 0.923327 0.201521 -0.04 0.29 -0.12 -0.087
H 1.859959 -1.064955 0.594886 -0.02 0.18 -0.01 0.189
H 2.471803 0.242953 -0.458759 -0.11 0.01 0.14 0.166
H 2.724566 0.325567 1.307643 -0.14 -0.04 -0.14 0.198
H 0.138461 0.559428 -1.228961 -0.07 -0.11 0.18 0.187
H -0.842907 -2.036583 -1.090554 -0.22 0.07 -1.12 0.047
H -1.007177 -1.855886 -1.857978 0.12 -0.28 0.34 -0.031
H -1.592915 1.536800 1.104412 0.04 -0.10 -0.14 0.206
H -2.156885 1.343456 -0.604042 0.05 0.04 0.09 0.191